ORCA calculation (the ωB97M-V functional and the def2-TZVPD basis) on a cluster of 8 separate species, C28H48O20 in total.

```
96
C28H48O20 the ωB97M-V functional and the def2-TZVPD basis
C 3.2337 3.9938 0.2643
O 2.8314 3.4703 1.4760
C 1.7569 3.9790 2.1548
O 0.9643 4.8029 1.7110
O 1.6465 3.3720 3.3569
C 2.6290 2.5482 3.9792
H 4.0196 3.3667 -0.1566
H 3.6684 4.9932 0.2798
H 2.4325 4.1139 -0.4650
H 2.4286 2.3352 5.0293
H 3.5975 3.0173 3.8063
H 2.6870 1.6508 3.3633
C -2.4722 3.1019 -8.0872
O -1.9826 2.4165 -6.8971
C -0.8277 1.8252 -6.8586
O -0.0149 1.9184 -7.7771
O -0.6877 1.2356 -5.6648
C 0.4805 0.5097 -5.3762
H -2.5294 2.3936 -8.9137
H -1.8371 3.9684 -8.2717
H -3.4349 3.5783 -7.9023
H 0.8544 -0.0535 -6.2312
H 0.1018 -0.1279 -4.5773
H 1.2758 1.1992 -5.0932
C -3.3755 4.2672 1.0654
O -4.2130 5.4238 1.3735
C -5.4859 5.2355 1.6666
O -5.9753 4.1104 1.8672
O -6.1921 6.3716 1.4986
C -7.5847 6.3860 1.7359
H -3.9746 3.3712 0.9033
H -2.5677 4.1441 1.7868
H -2.9327 4.3589 0.0736
H -7.8584 6.0947 2.7500
H -8.0739 5.7364 1.0101
H -7.9400 7.4064 1.5924
C 1.8245 -8.6882 1.2814
O 1.6701 -7.3547 1.7147
C 1.0099 -6.4634 1.0509
O 0.5271 -6.5253 -0.0994
O 0.9047 -5.4104 1.8810
C 0.2924 -4.2165 1.5376
H 0.8671 -9.2065 1.2268
H 2.4538 -9.2351 1.9835
H 2.2136 -8.7424 0.2647
H 0.9560 -3.5657 0.9681
H 0.0239 -3.8091 2.5124
H -0.5877 -4.5465 0.9857
O 0.1716 -1.0263 2.7056
C -0.0242 -0.9537 3.9131
C 0.2685 0.1789 4.8900
C 0.4148 -0.5857 6.2442
C -0.6790 -1.7241 5.9673
O -0.5014 -2.0093 4.6137
H 1.1325 0.7846 4.6169
H -0.6465 0.7667 4.8163
H 1.4026 -1.0199 6.3985
H 0.1463 -0.0068 7.1279
H -0.5206 -2.6345 6.5453
H -1.6838 -1.3325 6.1257
O 1.1793 -3.5289 -1.5545
C 0.0391 -3.5448 -2.0057
C -0.3309 -3.7968 -3.4542
C -1.8161 -3.8796 -3.4595
C -2.1762 -3.2806 -2.0693
O -1.0153 -3.1767 -1.2621
H 0.0428 -3.0095 -4.1089
H 0.1447 -4.7278 -3.7626
H -2.2987 -3.1772 -4.1391
H -2.3024 -4.8466 -3.5884
H -2.5556 -2.2654 -2.1855
H -2.9199 -3.9089 -1.5792
O 3.6659 -0.0961 -2.9481
C 3.8877 -0.1740 -1.7255
C 3.9367 -1.4114 -0.8259
C 4.0199 -0.8614 0.5994
C 4.3095 0.6062 0.4441
O 4.0184 0.9551 -0.9198
H 3.1548 -2.1426 -1.0308
H 4.8363 -1.9102 -1.1865
H 3.0496 -1.0123 1.0724
H 4.7528 -1.4472 1.1543
H 3.7046 1.2556 1.0768
H 5.3912 0.6954 0.5442
O -1.6675 0.0455 -2.2430
C -1.0050 0.3037 -1.2157
C 0.3268 -0.1798 -0.7128
C 0.7436 1.0799 0.1140
C -0.5095 1.7169 0.5922
O -1.3928 1.3785 -0.4787
H 0.1587 -1.0586 -0.0903
H 0.9358 -0.5211 -1.5499
H 1.3360 0.9359 1.0176
H 1.3625 1.7160 -0.5187
H -0.9720 1.3043 1.4888
H -0.3185 2.7757 0.7665
```

net charge = 0
LUMO energy = 0.21 eV

ORCA calculation (the ωB97M-V functional and the def2-TZVPD basis) on the molecule C3H5N3S.

```
12
C3H5N3S the ωB97M-V functional and the def2-TZVPD basis
C -0.9240 0.1014 0.3920
C -1.8868 -0.7599 -0.2318
C -1.1169 1.4676 0.4609
N 0.1129 -0.5951 1.0043
N 1.2857 -0.6771 0.7194
N 3.3981 -0.4260 -0.9572
S 1.8618 -0.2277 -0.8287
H -1.9010 -1.8428 -0.3584
H -2.6173 -0.3746 -0.8264
H -0.2530 2.0183 0.7508
H -1.9874 2.0106 0.0613
H 4.0279 -0.6947 -0.1861
```

net charge = 0
LUMO energy (spin up / spin down) = -1.02 / -0.75 eV

ORCA calculation (the ωB97M-V functional and the def2-TZVPD basis) on the molecule C10H8O3.

```
21
C10H8O3 the ωB97M-V functional and the def2-TZVPD basis
C 0.3768 3.8398 -0.9149
O -0.6654 2.9461 -1.4776
C -0.7398 1.8773 -0.5849
C -1.7047 1.6133 0.3609
C -1.6780 0.3781 1.0797
C -0.7654 -0.6143 0.8329
C -0.7201 -1.9956 1.3120
C 0.1346 -2.9535 0.9302
C 1.3057 -2.5266 0.1101
O 2.3856 -3.0612 -0.1095
O 1.2746 -1.1773 -0.3024
C 0.1502 -0.2780 -0.0740
C 0.2737 0.8727 -0.7981
H 0.7001 3.3286 -0.0900
H 1.1723 3.9379 -1.7557
H -0.1298 4.8266 -0.5740
H -2.5607 2.2811 0.5893
H -2.3991 0.1896 1.9757
H -1.4681 -2.3222 2.0212
H 0.0021 -3.9862 1.1581
H 0.9258 0.8032 -1.7308
```

net charge = 0
LUMO energy = -0.20 eV

ORCA calculation (the ωB97M-V functional and the def2-TZVPD basis) on a cluster of 2 separate species, C2H3N3 in total.

```
8
C2H3N3 the ωB97M-V functional and the def2-TZVPD basis
C 0.9433 0.2740 0.0047
C -1.5929 0.1837 -0.1176
N -1.3427 0.7014 -1.0909
N -2.1689 -0.1881 1.0394
N 0.9691 -0.8307 0.5260
H -2.5163 -1.2076 0.9981
H 0.9556 -1.8175 0.7698
H -2.2090 -0.1969 2.0959
```

net charge = 0
LUMO energy = 0.37 eV

ORCA calculation (the ωB97M-V functional and the def2-TZVPD basis) on the molecule C3H9NOS.

```
15
C3H9NOS the ωB97M-V functional and the def2-TZVPD basis
N 1.6058 -1.1692 -0.1241
C 0.3607 -0.3972 -0.1883
C 0.4734 1.0386 0.4011
O -0.3518 1.8971 -0.3767
C -0.9340 -1.1117 0.1822
S -2.5358 -0.3021 -0.1199
H 2.2547 -0.8353 -0.8056
H 1.3537 -2.1174 -0.3300
H 0.2121 -0.1273 -1.2801
H 1.5293 1.3762 0.3472
H 0.1826 1.2588 1.4332
H -0.1816 2.7921 -0.1075
H -1.0073 -2.0860 -0.2374
H -0.9126 -1.1949 1.2739
H -2.0491 0.9783 -0.0681
```

net charge = 0
LUMO energy = 0.80 eV

ORCA calculation (the ωB97M-V functional and the def2-TZVPD basis) on a structure of composition C27H31CoN5O4P.

```
69
C27H31CoN5O4P the ωB97M-V functional and the def2-TZVPD basis
Co -0.3303 -0.1529 -0.2795
C 0.4616 2.8971 0.4974
C -0.2828 2.9134 -0.8490
O 0.0170 1.7575 -1.6211
C 1.2957 1.7867 -2.2591
C 1.7453 0.3574 -2.4601
O 1.8130 -0.1923 -1.1518
C 2.2822 -1.5256 -1.0430
C 2.3474 -1.7768 0.4458
O 1.0096 -1.6543 0.9359
C 0.7717 -1.3728 2.3227
C 0.8515 1.1378 2.1899
O 0.6293 1.5304 0.8333
H -0.1379 3.4162 1.2514
H 1.4340 3.3936 0.4339
H -0.0547 3.8242 -1.4069
H -1.3555 2.8678 -0.6713
H 2.0261 2.2992 -1.6274
H 1.2133 2.3101 -3.2140
H 2.7297 0.3300 -2.9347
H 1.0229 -0.1905 -3.0717
H 3.2741 -1.6311 -1.4903
H 1.5835 -2.2170 -1.5238
H 2.9983 -1.0191 0.8862
H 2.7393 -2.7738 0.6547
H 2.3146 -2.5377 3.2277
H 0.0075 -2.0892 2.6292
H 1.9250 0.9905 2.3337
H 0.4933 1.9112 2.8725
N -2.1659 0.3937 2.5979
P -2.3531 0.2288 0.9045
C -3.4300 1.6347 0.4974
C -3.7150 1.8393 -0.8544
C -4.5585 2.8664 -1.2422
C -5.1235 3.6976 -0.2837
C -4.8457 3.4973 1.0601
C -3.9946 2.4740 1.4530
C -3.4773 -1.1951 0.7312
C -2.9020 -2.4646 0.6507
C -3.7064 -3.5837 0.5175
C -5.0860 -3.4415 0.4642
C -5.6620 -2.1832 0.5537
C -4.8627 -1.0577 0.6844
C -1.0002 -0.0352 3.2397
C -0.8987 -0.4013 4.5217
C 0.3400 -0.7964 5.1886
C 1.5087 -1.2304 4.7006
C 1.9342 -1.5138 3.2835
N 0.1243 -0.0789 2.3876
H -3.0041 0.2934 3.1538
H -3.2747 1.1817 -1.5985
H -4.7789 3.0189 -2.2903
H -5.7783 4.5040 -0.5854
H -5.2965 4.1354 1.8086
H -3.7727 2.3398 2.5026
H -1.8219 -2.5673 0.6778
H -3.2586 -4.5662 0.4482
H -5.7146 -4.3128 0.3400
H -6.7374 -2.0723 0.5191
H -5.3155 -0.0763 0.7401
H -1.7859 -0.3708 5.1437
H 0.2777 -0.7338 6.2694
H 2.2924 -1.4412 5.4193
H 2.7726 -0.8575 3.0295
N -4.8896 -2.7676 -3.6234
C -3.7969 -2.4513 -3.4164
N -2.5463 -2.1211 -3.2530
C -1.7633 -1.6705 -2.4157
N -0.9178 -1.2590 -1.6908
```

2S+1 = 4
net charge = +1
LUMO energy (spin up / spin down) = -2.03 / -2.90 eV

ORCA calculation (the ωB97M-V functional and the def2-TZVPD basis) on a cluster of 2 separate species, CHClF2O in total.

```
6
CHClF2O the ωB97M-V functional and the def2-TZVPD basis
O 2.5862 -1.0658 3.8475
C 3.1425 -0.4665 3.0271
F 3.1613 -0.6963 1.6774
F 3.7098 0.7197 3.1449
Cl -0.8219 0.0011 0.6728
H -1.8926 0.3943 0.3729
```

net charge = 0
LUMO energy = 0.61 eV

ORCA calculation (the ωB97M-V functional and the def2-TZVPD basis) on a structure of composition C49H50AsBF4Ge2INS9Tc.

```
119
C49H50AsBF4Ge2INS9Tc the ωB97M-V functional and the def2-TZVPD basis
Tc -1.3459 -0.7334 4.1231
S -4.7162 -2.3416 1.4065
As -4.9806 -2.4069 3.5301
S -2.6729 -2.5350 4.4538
S -1.2136 -2.6219 2.8642
S -5.9729 -4.1357 4.2549
C 3.6809 -6.1563 -0.4364
C 3.7153 -4.6782 -0.2734
C 3.0661 -4.0396 0.7971
C 3.2641 -2.6772 1.0534
C 2.7044 -2.1855 2.3575
C 3.8579 -1.8061 0.1597
C 4.4621 -2.4035 -0.9533
C 4.9790 -1.5611 -2.1180
C 4.4529 -3.8256 -1.0965
C 3.9707 -0.3261 0.3612
C 5.3308 0.0706 0.3877
C 5.7643 1.3905 0.7081
C 4.8173 2.3205 1.1083
C 3.4186 1.9463 1.1521
C 2.9954 0.6544 0.7507
Ge 1.0363 0.3088 0.5893
S -0.8762 0.3558 2.0174
S 0.0782 1.7546 -0.8588
Ge -1.2095 -0.0689 -1.2992
S -2.4477 -0.2056 0.7112
S 0.4608 -1.4584 -0.6877
C -2.5582 -0.2998 -2.6989
C -2.5396 -1.4543 -3.5018
C -3.6932 -1.8677 -4.1994
C -4.9287 -1.2830 -3.9443
C -4.9647 -0.1162 -3.2133
C -3.8176 0.3228 -2.5066
C -3.9927 1.5352 -1.5795
C -5.0072 1.6260 -0.5925
C -6.0623 0.6084 -0.4292
C -4.8523 2.6387 0.4066
C -3.8702 3.6136 0.3048
C -3.7370 4.7077 1.3124
C -3.0712 3.6792 -0.8705
C -3.1458 2.6669 -1.8015
C -2.4222 2.8101 -3.1568
C -1.3128 -2.3088 -3.6406
C -1.2288 -3.6149 -3.0628
C -2.4221 -4.1738 -2.3669
C -0.0236 -4.3457 -3.1612
C 1.0795 -3.8089 -3.7897
C 2.2085 -4.7142 -4.1449
C 1.0321 -2.4698 -4.1696
C -0.1116 -1.7017 -4.1163
C -0.0569 -0.3262 -4.7113
C 2.4875 2.9876 1.7368
C 2.0691 2.9199 3.0766
C 2.6485 1.8912 4.0050
C 1.2209 3.8860 3.6537
C 0.7907 4.9707 2.9153
C -0.3336 5.8396 3.4040
C 1.2847 5.0944 1.5886
C 2.0775 4.1359 0.9627
C 2.5955 4.4130 -0.4287
H 4.4470 -6.5142 -1.1670
H 2.6848 -6.4392 -0.7810
H 3.8965 -6.6873 0.5027
H 2.5967 -4.6931 1.5115
H 2.4731 -3.0111 3.1004
H 1.6985 -1.6541 2.3045
H 3.3667 -1.4498 2.8567
H 4.5420 -0.5344 -2.0940
H 4.7348 -1.9681 -3.1352
H 6.1046 -1.3830 -2.1664
H 4.8900 -4.2638 -2.0106
H 6.0575 -0.7347 0.1508
H 6.8081 1.6258 0.6615
H 5.0968 3.3290 1.4013
H -3.5667 -2.7450 -4.8031
H -5.7866 -1.8391 -4.3138
H -5.8730 0.4833 -3.1289
H -6.6164 0.5074 -1.3113
H -6.6912 0.9176 0.4279
H -5.6341 -0.3531 -0.1535
H -5.4133 2.6391 1.3108
H -4.7485 5.1014 1.5755
H -3.1333 5.5317 0.8606
H -3.3816 4.2707 2.2871
H -2.6018 4.6637 -1.0390
H -2.6095 3.7643 -3.5775
H -2.7796 2.0486 -3.8920
H -1.2837 2.7066 -3.1173
H -2.4748 -3.8055 -1.3250
H -2.3831 -5.2781 -2.2754
H -3.2789 -4.0029 -2.9808
H 0.1280 -5.3511 -2.7379
H 2.0469 -5.0038 -5.1591
H 2.1126 -5.6567 -3.5718
H 3.1600 -4.2533 -3.9546
H 1.9463 -1.9822 -4.5745
H 0.5916 -0.2530 -5.6007
H 0.4301 0.3847 -4.0229
H -1.0792 -0.0217 -4.9466
H 2.5699 0.8370 3.6202
H 2.0743 1.9231 4.9683
H 3.7449 2.0042 4.2975
H 0.8657 3.6906 4.6814
H -1.1584 5.8418 2.6214
H 0.0650 6.8490 3.4813
H -0.6774 5.4593 4.3798
H 1.0803 5.9737 1.0007
H 2.1848 5.3981 -0.8154
H 2.1448 3.6086 -1.0740
H 3.7152 4.4602 -0.4099
S 2.9018 -1.3681 6.0818
C 1.5125 -1.0765 5.3933
N 0.5131 -0.8900 4.7251
F -2.8970 2.3948 5.7592
B -2.3502 1.9966 4.5600
F -3.0988 0.7598 4.0335
F -2.5153 2.9306 3.5238
F -1.0249 1.5518 4.7525
I -2.0895 -0.9371 6.9646
```

net charge = -1
LUMO energy (spin up / spin down) = -0.81 / -0.78 eV

ORCA calculation (the ωB97M-V functional and the def2-TZVPD basis) on a cluster of 3 separate species, C3H7O2 in total.

```
12
C3H7O2 the ωB97M-V functional and the def2-TZVPD basis
C 0.1462 1.2199 0.2863
O 0.9391 2.2400 0.3612
H -0.8863 1.5981 0.3686
H 0.3995 0.2767 -0.2912
H 5.8386 3.0003 -2.1137
C -2.3409 -2.3197 0.9469
C -1.6264 -1.2955 0.3653
O -1.2751 -1.2247 -0.9278
H -2.3886 -2.6390 2.0300
H -2.6971 -3.0794 0.3080
H -1.2957 -0.4225 0.9965
H 5.1867 2.6458 -2.3301
```

net charge = -1
LUMO energy = 3.92 eV

ORCA calculation (the ωB97M-V functional and the def2-TZVPD basis) on a structure of composition C29H42EuN12O2PS.

```
88
C29H42EuN12O2PS the ωB97M-V functional and the def2-TZVPD basis
Eu -0.0820 -0.1018 0.4519
C 5.7721 -0.8559 0.3240
N 4.4249 -1.3291 0.1635
C 4.0055 -2.2468 -0.7416
C 2.6495 -2.3500 -0.5915
N 2.2253 -1.4961 0.3774
C 3.3255 -0.8900 0.8217
P 3.4460 0.1452 2.3224
C 2.0522 -0.6715 3.1814
N 0.7922 -0.8383 2.7797
C 0.2136 -1.6268 3.7247
C 1.1253 -1.9373 4.6963
N 2.2832 -1.3334 4.3406
C 3.5281 -1.3905 5.0621
C 2.5866 1.6429 1.7205
N 1.3177 1.7518 1.3335
C 1.1323 3.0695 1.0456
C 2.2994 3.7516 1.2493
N 3.2093 2.8445 1.6787
C 4.5852 3.1152 1.9963
H 6.4701 -1.6432 0.0472
H 5.9478 0.0121 -0.3151
H 5.9506 -0.5746 1.3626
H 4.6803 -2.7468 -1.4057
H 1.9735 -2.9969 -1.1157
H -0.8115 -1.9347 3.6599
H 1.0294 -2.5258 5.5851
H 3.3863 -1.9590 5.9788
H 4.3001 -1.8814 4.4656
H 3.8645 -0.3847 5.3196
H 0.1792 3.4490 0.7292
H 2.5359 4.7875 1.1219
H 4.6865 4.1536 2.3047
H 4.9135 2.4698 2.8116
H 5.2226 2.9428 1.1266
C 0.5600 -1.6834 -5.8994
C 1.6060 -1.9853 -4.8295
N 1.7481 -0.8982 -3.8848
C 1.0577 -0.7984 -2.7399
S 1.3440 0.6705 -1.8452
N 0.2237 -1.7632 -2.4542
N -0.4503 -1.7830 -1.2840
C -1.4429 -2.6271 -1.2137
C -1.7946 -3.5256 -2.3606
C -2.2700 -2.5965 -0.0083
C -3.3839 -3.4358 0.1409
C -4.2059 -3.3057 1.2426
C -3.9055 -2.3350 2.1902
C -2.7767 -1.5592 1.9890
N -1.9687 -1.6751 0.9359
H 0.5013 -2.5125 -6.5969
H 0.8230 -0.7871 -6.4560
H -0.4145 -1.5445 -5.4399
H 2.5777 -2.1575 -5.2959
H 1.3209 -2.8684 -4.2559
H 2.2864 -0.0901 -4.1582
H -2.6649 -3.1397 -2.8906
H -2.0152 -4.5398 -2.0390
H -0.9582 -3.5404 -3.0555
H -3.6083 -4.1842 -0.5992
H -5.0688 -3.9423 1.3602
H -4.5305 -2.1836 3.0551
H -2.5025 -0.7917 2.7066
C -4.3774 3.6287 2.2059
C -4.0862 2.6415 1.0680
C -3.9961 3.3775 -0.2790
C -5.1682 1.5493 1.0162
C -2.8237 1.9833 1.2813
N -1.8247 1.4255 1.4015
H -5.3644 4.0597 2.0609
H -3.6504 4.4358 2.2220
H -4.3618 3.1254 3.1689
H -4.9314 3.8982 -0.4658
H -3.8231 2.6714 -1.0887
H -3.1896 4.1073 -0.2694
H -6.1261 2.0067 0.7816
H -5.2524 1.0477 1.9771
H -4.9419 0.8081 0.2521
N -0.6396 2.8026 -3.6774
C -1.5027 1.6703 -3.3865
C -1.4330 1.4394 -1.8858
O -1.8519 0.4539 -1.3042
O -0.9387 2.4684 -1.2144
H -0.9238 3.3039 -4.5102
H 0.3205 2.4942 -3.7990
H -0.6321 3.1060 -1.9342
H -1.2512 0.7405 -3.9102
H -2.5384 1.9164 -3.6369
```

2S+1 = 7
net charge = +2
LUMO energy (spin up / spin down) = -5.46 / -5.02 eV

ORCA calculation (the ωB97M-V functional and the def2-TZVPD basis) on a cluster of 3 separate species, C6H16N2O in total.

```
25
C6H16N2O the ωB97M-V functional and the def2-TZVPD basis
C -1.4600 0.2020 -1.1468
C -1.2067 0.0257 1.7148
C -2.9346 0.0427 -1.3895
C -0.6100 -1.3654 1.8098
O -0.8193 -0.8889 -1.5411
H 0.1588 -0.7743 -1.4124
H -1.2696 0.3630 0.5991
H -2.2112 0.0528 2.1197
H -0.5801 0.7701 2.1970
H -3.2452 -0.9917 -1.5507
H -3.4911 0.4747 -0.5601
H -3.1754 0.6324 -2.2767
H -0.5704 -1.7119 2.8415
H 0.4052 -1.3803 1.4106
H -1.1951 -2.0753 1.2265
C 2.4712 0.2407 -0.3125
N 1.9168 -0.3759 -1.5152
C 1.6884 1.4718 0.0750
N 2.0499 2.3785 0.8625
H 2.4119 -1.2324 -1.7420
H 2.0094 0.2546 -2.3059
H 3.0039 2.2777 1.2136
H 2.3904 -0.4864 0.5040
H 3.5381 0.5010 -0.4057
H 0.7246 1.5949 -0.4154
```

net charge = 0
LUMO energy = 0.66 eV

| no. | energy (eV) |
| --- | --- |
| 1 | -70762.850 |
| 2 | -18491.799 |
| 3 | -16640.019 |
| 4 | -6589.219 |
| 5 | -17628.828 |
| 6 | -91051.177 |
| 7 | -21058.039 |
| 8 | -346358.955 |
| 9 | -7316.796 |
| 10 | -92176.405 |
| 11 | -11505.950 |